(1)
Below is a single C4H8N2S2 molecule, with properties calculated with the ωB97M-V functional and the def2-TZVPD basis.

XYZ file:
```
16
C4H8N2S2 (the ωB97M-V functional and the def2-TZVPD basis)
C -0.4659 2.0324 0.1100
N -0.4260 1.1926 -1.1161
C 0.3125 0.0679 -1.2273
S 0.3365 -0.8811 -2.5797
C 1.2127 -0.2217 -0.0507
S 2.6499 0.5532 0.2015
N 0.6736 -1.1205 0.8404
C -0.5147 -1.9556 0.7056
H 0.4640 2.5976 0.2273
H -0.5891 1.3544 1.0176
H -1.3331 2.7620 0.0201
H -1.0400 1.3431 -1.8705
H 1.2396 -1.3236 1.6129
H -1.4474 -1.3196 0.6257
H -0.4622 -2.5808 -0.1528
H -0.6105 -2.5005 1.6358
```

As for the energy above the lowest of the compared OMol25 structures with the same formula, charge and spin: 28.7 kJ/mol. The total charge is 0. The spin multiplicity is 1. The HOMO-LUMO gap is 8.66 eV. The HOMO energy is -8.40 eV. The calculation puts the total energy at -1063.08481 hartree.

(2)
Below is a single C4H6O molecule, with properties calculated with the ωB97M-V functional and the def2-TZVPD basis.

XYZ file:
```
11
C4H6O (the ωB97M-V functional and the def2-TZVPD basis)
C -1.8968 -0.1628 0.0053
C -0.6539 0.2263 -0.0461
C 0.8880 0.5337 0.8187
C 0.6072 0.3346 -0.6099
O 1.6052 -0.9072 -0.9902
H -2.2972 -0.8726 -0.7159
H -2.5901 0.2216 0.7480
H 1.3515 1.4630 1.1198
H 0.9338 -0.2691 1.5403
H 0.7907 1.1361 -1.3150
H 1.2616 -1.7035 -0.5549
```

As for the energy above the lowest of the compared OMol25 structures with the same formula, charge and spin: 349.4 kJ/mol. The total charge is 0. The spin multiplicity is 1. The HOMO-LUMO gap is 9.82 eV. The HOMO energy is -9.00 eV. The calculation puts the total energy at -231.09065 hartree.

(3)
Below is CH4BrN4 as an isolated structure, with properties calculated with the ωB97M-V functional and the def2-TZVPD basis.

XYZ file:
```
10
CH4BrN4 (the ωB97M-V functional and the def2-TZVPD basis)
C 0.0497 0.0898 0.4268
N 0.0226 -2.1176 1.0776
N -0.3757 -0.9439 0.9027
N 1.2022 -0.6503 -0.9924
N -0.1465 1.3427 0.4464
Br 1.5546 -2.3238 -0.6240
H -0.6537 -2.9081 0.9878
H 0.4822 -0.6106 -1.6701
H 0.1953 2.0254 -0.3253
H -0.6571 1.6638 1.2809
```

As for the energy above the lowest of the compared OMol25 structures with the same formula, charge and spin: 304.0 kJ/mol. The total charge is +1. The spin multiplicity is 1. The HOMO-LUMO gap is 8.46 eV. The HOMO energy is -14.09 eV. The calculation puts the total energy at -2833.08991 hartree.